# 1
Here is 11 unconnected molecules or ions with the total composition C17H54ClN20O11S at a distorted geometry from the Open Molecules 2025 dataset. Energies are from ωB97M-V with the def2-TZVPD basis set.

Atoms and positions in Å:
1 C 1.751 -1.399 1.069
2 C 0.149 -1.264 0.651
3 C -0.690 -1.313 2.095
4 C -2.197 -0.677 1.989
5 C -2.153 0.945 1.744
6 S -3.291 -1.452 0.672
7 C -4.975 -0.609 0.918
8 C -6.126 -1.605 1.538
9 O -7.363 -1.055 1.690
10 Cl -5.899 -3.384 2.009
11 H 2.415 -1.694 0.133
12 H 2.159 -0.458 1.650
13 H 1.864 -2.314 1.826
14 H -0.086 -0.252 0.071
15 H -0.128 -2.219 -0.003
16 H -0.033 -0.673 2.857
17 H -0.763 -2.447 2.398
18 H -2.725 -0.856 3.018
19 H -2.320 1.165 0.592
20 H -1.176 1.469 2.126
21 H -3.041 1.400 2.398
22 H -2.890 -1.111 -0.631
23 H -5.388 -0.170 -0.096
24 H -4.886 0.302 1.684
25 C 4.657 -3.363 2.586
26 O 4.468 -2.590 1.661
27 N 4.276 -4.653 2.547
28 N 5.264 -2.995 3.729
29 H 4.423 -5.305 3.299
30 H 3.816 -4.971 1.704
31 H 5.566 -2.032 3.800
32 H 5.428 -3.617 4.503
33 C -3.119 0.657 -3.037
34 O -2.545 -0.412 -2.896
35 N -2.468 1.833 -3.074
36 N -4.455 0.753 -3.167
37 H -2.923 2.723 -3.189
38 H -1.461 1.805 -2.979
39 H -4.983 -0.110 -3.145
40 H -4.946 1.623 -3.284
41 C -2.297 2.331 -7.035
42 O -2.614 3.233 -6.275
43 N -2.745 1.070 -6.894
44 N -1.471 2.518 -8.080
45 H -2.495 0.315 -7.510
46 H -3.369 0.887 -6.119
47 H -1.112 3.453 -8.222
48 H -1.199 1.788 -8.717
49 C 2.547 -2.483 5.978
50 O 3.749 -2.558 6.179
51 N 1.696 -1.924 6.858
52 N 1.965 -2.952 4.860
53 H 0.704 -1.852 6.711
54 H 2.093 -1.558 7.714
55 H 2.569 -3.381 4.171
56 H 0.977 -2.899 4.677
57 C -1.375 -5.377 5.509
58 O -1.640 -4.189 5.613
59 N -0.188 -5.820 5.058
60 N -2.246 -6.348 5.836
61 H 0.049 -6.793 4.965
62 H 0.497 -5.121 4.801
63 H -3.152 -6.057 6.180
64 H -2.047 -7.330 5.758
65 C 5.387 -4.341 9.858
66 O 6.214 -4.338 10.757
67 N 4.364 -5.212 9.814
68 N 5.427 -3.473 8.831
69 H 3.673 -5.230 9.082
70 H 4.297 -5.883 10.568
71 H 6.182 -2.799 8.826
72 H 4.755 -3.459 8.082
73 C 0.552 5.877 -9.170
74 O 0.587 4.661 -9.281
75 N 1.024 6.522 -8.088
76 N 0.038 6.680 -10.119
77 H 1.004 7.522 -7.978
78 H 1.420 5.954 -7.349
79 H -0.328 6.234 -10.950
80 H 0.001 7.682 -10.045
81 C -4.075 7.044 -5.448
82 O -4.340 8.232 -5.344
83 N -2.888 6.601 -5.900
84 N -4.946 6.073 -5.121
85 H -2.651 5.627 -5.992
86 H -2.203 7.299 -6.157
87 H -5.852 6.364 -4.777
88 H -4.747 5.090 -5.200
89 C 0.552 10.663 -10.558
90 O 0.587 9.448 -10.669
91 N 1.024 11.308 -9.476
92 N 0.038 11.466 -11.507
93 H 1.004 12.308 -9.366
94 H 1.420 10.741 -8.738
95 H -0.328 11.020 -12.338
96 H 0.001 12.469 -11.433
97 C 3.757 -8.020 7.322
98 O 3.568 -7.247 6.396
99 N 3.376 -9.309 7.282
100 N 4.364 -7.651 8.465
101 H 3.523 -9.961 8.035
102 H 2.916 -9.628 6.440
103 H 4.666 -6.689 8.536
104 H 4.528 -8.273 9.238

Its net charge is +1. The value obtained for the frontier orbital gap is 7.22 eV. The LUMO energy comes out at -3.6219 eV.

# 2
Here is 2 unconnected molecules or ions with the total composition C7H10INO2 from the Open Molecules 2025 dataset. Energies are from ωB97M-V with the def2-TZVPD basis set.

Atoms and positions in Å:
1 C -1.183 -2.482 1.254
2 O -1.302 -1.811 0.018
3 C -0.715 -0.539 -0.019
4 C -1.049 0.058 -1.401
5 C 0.112 0.668 -2.109
6 C 1.366 0.545 -1.676
7 C 1.572 -0.179 -0.446
8 I 3.575 -0.436 0.200
9 N 0.686 -0.647 0.305
10 H -1.749 -3.405 1.150
11 H -1.604 -1.879 2.066
12 H -0.138 -2.708 1.483
13 H -1.142 0.081 0.795
14 H -1.847 0.797 -1.305
15 H -1.442 -0.758 -2.018
16 H -0.113 1.200 -3.025
17 H 2.213 0.965 -2.193
18 C 0.691 2.632 1.730
19 O 0.654 2.849 0.557
20 H -0.186 2.274 2.294
21 H 1.599 2.776 2.340

As for the structure (SMILES): CO[C@@H]1CC=CC(I)=N1.C=O. Its energy relative to the best compared isomer or geometry (same formula, charge and spin) is 22.4 kcal/mol. The value obtained for the frontier orbital gap is 9.60 eV. The LUMO energy comes out at 0.3322 eV.